(1)
{
  "formula": "C27H26BrN4O2Pd",
  "method": "wB97M-V/def2-TZVPD",
  "elements": ["Pd", "Br", "C", "C", "C", "C", "C", "N", "C", "O", "O", "H", "H", "H", "C", "C", "C", "C", "C", "C", "C", "C", "C", "C", "C", "C", "C", "C", "C", "N", "H", "H", "H", "H", "H", "H", "H", "H", "H", "H", "C", "C", "N", "C", "C", "N", "C", "C", "H", "H", "H", "H", "H", "H", "H", "H", "H", "H", "H", "H", "H"],
  "xyz": [[-0.011, -0.894, -0.234], [1.474, 1.194, 2.265], [0.336, -0.191, 2.925], [0.334, -0.573, 4.246], [-0.579, -1.561, 4.614], [-1.453, -2.075, 3.667], [-1.358, -1.629, 2.357], [-0.455, -0.702, 1.993], [-2.289, -2.030, 1.199], [-3.488, -2.091, 1.427], [-1.718, -2.180, 0.081], [1.003, -0.120, 4.961], [-0.613, -1.902, 5.637], [-2.194, -2.813, 3.927], [-0.559, -1.166, -4.624], [0.757, -1.103, -5.051], [1.781, -0.968, -4.133], [1.487, -0.861, -2.772], [0.149, -0.904, -2.334], [-0.855, -1.104, -3.268], [2.510, -0.792, -1.734], [3.795, -0.254, -1.935], [4.689, -0.205, -0.899], [4.345, -0.790, 0.341], [5.240, -0.895, 1.424], [4.852, -1.487, 2.600], [3.561, -2.018, 2.731], [2.669, -1.943, 1.690], [3.031, -1.319, 0.481], [2.132, -1.249, -0.532], [-1.357, -1.287, -5.343], [0.984, -1.198, -6.101], [2.809, -0.979, -4.463], [-1.881, -1.258, -2.949], [4.047, 0.138, -2.908], [5.654, 0.264, -1.018], [6.243, -0.514, 1.299], [5.550, -1.570, 3.420], [3.281, -2.497, 3.659], [1.679, -2.390, 1.755], [-4.005, 1.797, -1.047], [-2.994, 0.650, -0.824], [-1.808, 1.155, -0.145], [-2.194, 1.776, 1.113], [-3.075, 3.016, 0.839], [-3.357, 3.063, -0.619], [-2.093, 3.272, -1.371], [-1.125, 2.125, -0.991], [-4.909, 1.650, -0.457], [-4.291, 1.884, -2.096], [-2.667, 0.207, -1.767], [-3.440, -0.145, -0.222], [-1.293, 2.060, 1.661], [-2.739, 1.036, 1.704], [-2.572, 3.942, 1.123], [-4.020, 2.954, 1.381], [-3.991, 3.845, -0.805], [-1.680, 4.248, -1.113], [-2.317, 3.271, -2.439], [-0.257, 2.509, -0.450], [-0.756, 1.604, -1.881]],
  "lumo_energy_ev": -2.99,
  "e_tot_ev": -111992.8230,
  "gap_ev": 7.60,
  "total_charge": 1
}

=====

(2)
{
  "formula": "C27H26ClMnN7O5S2",
  "method": "wB97M-V/def2-TZVPD",
  "elements": ["Mn", "Cl", "C", "C", "C", "C", "O", "C", "C", "O", "C", "H", "H", "H", "H", "O", "S", "O", "N", "C", "C", "C", "C", "C", "C", "C", "C", "N", "C", "C", "C", "C", "C", "C", "C", "H", "H", "H", "H", "H", "H", "H", "H", "H", "H", "H", "N", "N", "N", "C", "N", "N", "H", "H", "H", "O", "S", "C", "C", "C", "C", "H", "H", "H", "H", "H", "H", "H", "H"],
  "xyz": [[-0.181, -0.258, 0.369], [-1.049, 2.755, 6.965], [-0.520, 2.153, 5.416], [0.517, 2.817, 4.734], [0.953, 2.367, 3.522], [0.383, 1.221, 2.891], [0.833, 0.841, 1.755], [-0.668, 0.563, 3.604], [-1.352, -0.597, 3.123], [-1.148, -1.221, 2.074], [-1.098, 1.055, 4.858], [0.963, 3.695, 5.185], [1.743, 2.881, 2.990], [-2.142, -0.978, 3.790], [-1.903, 0.545, 5.374], [-1.992, 1.031, 0.925], [-2.142, 1.780, -0.326], [-3.478, 2.140, -0.714], [-1.327, 0.888, -1.346], [-1.265, 1.281, -2.683], [-1.410, 2.575, -3.128], [-1.260, 2.928, -4.482], [-0.981, 1.990, -5.430], [-0.900, 0.634, -5.037], [-0.701, -0.396, -5.983], [-0.723, -1.698, -5.586], [-0.955, -1.961, -4.220], [-1.107, -1.044, -3.305], [-1.062, 0.264, -3.679], [-1.273, 3.308, -0.041], [0.113, 3.349, -0.097], [0.767, 4.537, 0.189], [0.040, 5.671, 0.526], [-1.346, 5.622, 0.573], [-2.009, 4.438, 0.285], [-1.631, 3.372, -2.431], [-1.366, 3.969, -4.757], [-0.856, 2.252, -6.473], [-0.559, -0.129, -7.024], [-0.595, -2.512, -6.286], [-1.038, -2.996, -3.893], [0.677, 2.465, -0.367], [1.847, 4.578, 0.145], [0.555, 6.596, 0.749], [-1.912, 6.507, 0.832], [-3.088, 4.379, 0.304], [1.359, -3.841, -1.760], [1.764, -2.528, -1.570], [3.022, -2.163, -1.587], [2.919, -0.881, -1.252], [1.650, -0.510, -1.067], [0.926, -1.595, -1.274], [2.032, -4.256, -2.398], [0.444, -3.796, -2.201], [3.763, -0.225, -1.149], [1.405, -2.138, 1.232], [1.184, -2.904, 2.504], [2.532, -4.129, 2.538], [1.906, -5.518, 2.567], [0.669, -5.422, 1.676], [-0.065, -4.177, 2.153], [3.190, -3.908, 3.376], [3.062, -3.940, 1.603], [1.611, -5.777, 3.587], [2.614, -6.275, 2.231], [0.040, -6.309, 1.736], [0.973, -5.291, 0.634], [-0.598, -4.347, 3.091], [-0.755, -3.726, 1.443]],
  "lumo_energy_ev": [0.25, 0.24],
  "e_above_lowest_kj_mol": 174.4,
  "e_tot_ev": -114601.6568,
  "multiplicity": 6,
  "gap_ev": [7.69, 7.78]
}

=====

(3)
{
  "formula": "C27H26Co2NO8",
  "method": "wB97M-V/def2-TZVPD",
  "elements": ["C", "O", "C", "O", "C", "C", "C", "C", "N", "C", "C", "C", "C", "C", "C", "H", "H", "H", "H", "H", "H", "H", "H", "H", "H", "H", "H", "H", "H", "H", "H", "H", "H", "H", "O", "C", "Co", "C", "O", "C", "O", "C", "C", "C", "C", "C", "C", "C", "C", "C", "Co", "C", "O", "C", "O", "C", "O", "H", "H", "H", "H", "H", "H", "H"],
  "xyz": [[3.692, 0.688, 2.680], [3.180, -0.305, 1.779], [2.314, -1.167, 2.344], [1.941, -1.078, 3.502], [1.872, -2.253, 1.381], [2.713, -3.530, 1.595], [1.735, -4.659, 1.914], [0.323, -4.084, 1.751], [0.500, -2.648, 1.613], [-0.549, -1.822, 1.392], [-0.514, -0.422, 1.535], [-1.694, 0.187, 2.237], [-3.048, -0.403, 1.772], [-2.869, -1.385, 0.616], [-1.860, -2.467, 1.004], [4.419, 1.243, 2.091], [2.886, 1.349, 3.013], [4.166, 0.215, 3.545], [2.007, -1.845, 0.363], [3.261, -3.721, 0.670], [3.439, -3.394, 2.405], [1.871, -5.507, 1.237], [1.867, -5.019, 2.940], [-0.152, -4.519, 0.857], [-0.321, -4.326, 2.611], [0.437, 0.098, 1.679], [-1.609, -0.018, 3.320], [-1.686, 1.280, 2.147], [-3.495, -0.932, 2.627], [-3.753, 0.392, 1.497], [-3.828, -1.835, 0.330], [-2.492, -0.833, -0.257], [-1.713, -3.153, 0.154], [-2.249, -3.072, 1.841], [-4.812, 5.204, -1.446], [-3.968, 4.416, -1.491], [-2.674, 3.229, -1.574], [-3.787, 1.970, -2.025], [-4.511, 1.105, -2.281], [-1.871, 3.346, -3.145], [-1.388, 3.353, -4.196], [-1.802, 1.914, -0.383], [-0.547, 1.360, -0.574], [0.070, 0.197, -0.921], [0.853, 0.213, -2.168], [0.607, -0.757, -3.170], [1.177, -0.626, -4.432], [2.036, 0.445, -4.711], [2.355, 1.362, -3.701], [1.802, 1.220, -2.430], [-0.516, 3.152, -0.351], [-1.421, 4.740, -0.303], [-1.619, 5.844, 0.011], [0.477, 3.835, -1.657], [1.084, 4.378, -2.481], [0.590, 3.321, 1.016], [1.348, 3.392, 1.890], [-2.506, 1.448, 0.310], [-0.263, -0.792, -0.608], [-0.073, -1.577, -2.936], [0.953, -1.360, -5.208], [2.468, 0.558, -5.709], [3.039, 2.187, -3.904], [2.110, 1.870, -1.609]],
  "lumo_energy_ev": 2.56,
  "e_above_lowest_kj_mol": 189.4,
  "e_tot_ev": -121541.5320,
  "gap_ev": 5.94,
  "total_charge": -1
}

=====

(4)
{
  "formula": "C27H26CoN5O5SSe",
  "method": "wB97M-V/def2-TZVPD",
  "elements": ["Co", "O", "C", "C", "N", "C", "C", "O", "O", "C", "C", "O", "O", "H", "H", "H", "H", "H", "H", "H", "H", "H", "S", "N", "C", "C", "C", "C", "C", "N", "C", "C", "N", "C", "C", "C", "C", "C", "N", "H", "H", "H", "H", "H", "H", "C", "C", "C", "C", "C", "C", "Se", "C", "C", "C", "H", "H", "H", "H", "H", "H", "H", "H", "H", "H", "H"],
  "xyz": [[-0.198, -0.917, -0.694], [-2.168, -3.209, 0.521], [-3.177, -3.511, -0.429], [-2.516, -4.033, -1.691], [-1.687, -3.049, -2.343], [-0.585, -3.547, -3.126], [0.596, -2.567, -3.160], [1.350, -2.610, -4.132], [0.751, -1.796, -2.155], [-2.429, -2.024, -3.043], [-2.949, -0.893, -2.150], [-4.054, -0.408, -2.393], [-2.163, -0.516, -1.217], [-2.506, -2.553, 1.135], [-3.787, -2.633, -0.657], [-3.844, -4.293, -0.039], [-3.323, -4.395, -2.359], [-1.901, -4.894, -1.423], [-0.860, -3.745, -4.173], [-0.213, -4.485, -2.710], [-3.271, -2.434, -3.622], [-1.751, -1.542, -3.754], [-2.306, 6.163, 0.008], [-2.339, 4.949, 1.077], [-1.769, 3.910, 0.494], [-1.594, 2.599, 1.093], [-2.028, 2.260, 2.373], [-1.821, 0.976, 2.820], [-1.201, 0.053, 1.978], [-0.792, 0.365, 0.761], [-0.973, 1.620, 0.320], [-0.475, 1.915, -1.023], [0.163, 0.915, -1.638], [0.610, 1.086, -2.870], [0.444, 2.292, -3.552], [-0.190, 3.340, -2.922], [-0.657, 3.160, -1.620], [-1.323, 4.182, -0.835], [-1.566, 5.420, -1.224], [-2.517, 3.006, 2.986], [-2.134, 0.668, 3.808], [-1.002, -0.971, 2.271], [1.108, 0.224, -3.304], [0.811, 2.387, -4.564], [-0.335, 4.293, -3.413], [4.515, 2.368, 3.703], [3.704, 1.287, 3.039], [2.846, 0.475, 3.763], [2.096, -0.530, 3.157], [1.218, -1.378, 4.043], [2.187, -0.747, 1.770], [1.146, -2.172, 0.971], [3.078, 0.053, 1.030], [3.332, -0.126, -0.443], [3.803, 1.051, 1.676], [4.293, 2.427, 4.769], [4.309, 3.347, 3.264], [5.587, 2.184, 3.594], [2.757, 0.619, 4.836], [1.448, -1.190, 5.093], [1.347, -2.439, 3.832], [0.160, -1.156, 3.890], [2.642, -0.811, -0.923], [4.340, -0.521, -0.602], [3.281, 0.840, -0.952], [4.481, 1.658, 1.081]],
  "lumo_energy_ev": [1.34, 1.34],
  "e_above_lowest_kj_mol": 64.1,
  "e_tot_ev": -159922.4758,
  "multiplicity": 2,
  "gap_ev": [5.66, 5.60],
  "total_charge": -1
}